C21H21ClN4O2S2 in the gas phase in a non-equilibrium geometry, computed with ωB97M-V with the def2-TZVPD basis set.

The value obtained for the HOMO-LUMO gap is 8.308 eV. Its HOMO energy is -0.297 Eh. Its SMILES is COCCn1c(C)cc(C(=O)CSc2nnc3scc(-c4ccc(Cl)cc4)n23)c1C. As for the net charge: 0. Its lowest unoccupied orbital energy is 0.008 Ha.

Last column: Löwdin charge in e.
CARTESIAN COORDINATES (ANGSTROEM)
C 1.31614 -2.80700 1.69408  -0.097
O 0.12989 -2.06330 1.79775  -0.195
C -0.87790 -2.51645 0.92282  -0.193
C -2.16835 -1.72836 1.17940  -0.084
N -2.10302 -0.37867 0.69062  -0.003
C -1.71001 0.71841 1.42367  -0.252
C -1.33896 0.63395 2.86017  -0.017
C -1.72418 1.80454 0.60019  0.003
C -2.13296 1.36587 -0.69254  -0.145
C -2.16840 2.12586 -1.92758  -0.431
O -2.79948 1.79768 -2.91385  0.069
C -1.25061 3.34022 -1.98067  -0.327
S 0.48162 2.73283 -1.97844  1.020
C 0.86666 2.96787 -0.29870  -0.628
N 0.55475 4.03908 0.38900  0.009
N 1.00562 3.91906 1.64172  0.031
C 1.60814 2.76570 1.70916  -0.620
S 2.48169 1.88669 2.90244  1.057
C 2.74609 0.62935 1.72885  -0.326
C 2.18622 0.86312 0.52004  -0.241
C 2.19839 -0.06871 -0.60427  -0.175
C 3.36591 -0.76274 -0.91849  -0.024
C 3.37928 -1.68542 -1.94591  -0.098
C 2.21782 -1.92009 -2.66810  -0.668
Cl 2.22985 -3.07581 -3.95086  0.685
C 1.04755 -1.24171 -2.36499  -0.089
C 1.03926 -0.32368 -1.33237  -0.057
N 1.54786 2.08975 0.50617  0.025
C -2.37941 -0.00001 -0.58475  -0.218
C -2.84888 -0.94253 -1.63086  0.000
H 1.99739 -2.41116 2.44372  0.086
H 1.13363 -3.86957 1.89572  0.093
H 1.76409 -2.70742 0.69770  0.084
H -1.07207 -3.58604 1.09945  0.130
H -0.54755 -2.39385 -0.11976  0.112
H -2.34894 -1.70716 2.25557  0.132
H -2.99739 -2.24394 0.68863  0.130
H -0.96536 1.59983 3.19042  0.079
H -0.56713 -0.11997 3.01047  0.068
H -2.20157 0.37461 3.47560  0.084
H -1.52613 2.81388 0.89917  0.107
H -1.35094 4.01335 -1.13405  0.074
H -1.39249 3.87020 -2.92130  0.084
H 3.28864 -0.24760 2.01802  0.074
H 4.27000 -0.56689 -0.36244  0.120
H 4.28408 -2.21849 -2.19144  0.107
H 0.15080 -1.42603 -2.93510  0.108
H 0.12178 0.18230 -1.08240  0.077
H -2.87659 -0.42051 -2.58371  0.076
H -2.20405 -1.81718 -1.71042  0.072
H -3.86080 -1.28389 -1.40755  0.093



3 unconnected molecules or ions with the total composition C18H26N2O6S2 in a non-equilibrium geometry, computed with ωB97M-V with the def2-TZVPD basis set.

The value obtained for the HOMO-LUMO gap is 7.612 eV. Its HOMO energy is -0.304 Eh. Its SMILES is CCNN1C(=O)c2ccccc2C1=O.O=S1(=O)CCCC1.O=S1(=O)CCCC1. As for the net charge: 0. Its lowest unoccupied orbital energy is -0.025 Ha.

Last column: Löwdin charge in e.
CARTESIAN COORDINATES (ANGSTROEM)
C 2.73567 2.40383 0.63156  -0.109
C 2.48207 3.54261 -0.51264  -0.210
N 1.26276 4.29214 -0.08436  -0.056
N 0.23181 4.26288 -1.03815  -0.043
C -0.31972 2.94487 -1.41582  -0.281
O 0.13796 2.23869 -2.35976  0.056
C -1.53863 2.60763 -0.45482  -0.023
C -2.34917 1.31597 -0.20992  0.033
C -3.47635 1.39003 0.88232  -0.030
C -3.78601 2.70139 1.69730  -0.039
C -2.97717 4.01763 1.40527  0.015
C -1.87778 3.91157 0.32730  -0.032
C -0.85237 4.96922 -0.27109  -0.293
O -0.85003 6.22197 -0.17007  0.072
H 2.79682 2.99254 1.62111  0.094
H 1.75600 1.81279 0.68365  0.060
H 3.65597 1.76777 0.42907  0.072
H 2.43882 3.11290 -1.56604  0.113
H 3.36550 4.28351 -0.42952  0.111
H 0.92875 4.01399 0.85147  0.117
H -2.11970 0.36696 -0.81270  0.090
H -4.13157 0.48482 1.14237  0.095
H -4.58831 2.74764 2.50991  0.090
H -3.13565 5.00070 1.95119  0.104
O 1.70027 0.16570 2.13580  -0.331
S 3.04229 -0.31932 2.35686  0.662
O 4.18853 0.56094 2.38558  -0.337
C 3.04450 -1.31436 3.83762  -0.233
C 2.70744 -2.71689 3.34851  -0.224
C 3.52458 -2.91878 2.07072  -0.217
C 3.35764 -1.66100 1.21579  -0.214
H 2.31979 -0.92209 4.55071  0.109
H 4.04980 -1.27688 4.26328  0.109
H 2.94096 -3.47136 4.10265  0.116
H 1.63929 -2.78710 3.11859  0.121
H 4.58015 -3.05043 2.33048  0.117
H 3.20800 -3.81058 1.52523  0.116
H 4.25823 -1.44246 0.64090  0.107
H 2.49958 -1.74346 0.54589  0.108
O -2.70124 -2.56256 -0.49833  -0.329
S -1.79695 -2.74858 -1.61067  0.650
O -0.36580 -2.59767 -1.47490  -0.330
C -2.14000 -4.33028 -2.36099  -0.235
C -3.21653 -4.02972 -3.39598  -0.224
C -2.78387 -2.73104 -4.07992  -0.216
C -2.36766 -1.75033 -2.98182  -0.232
H -2.46168 -5.04117 -1.60023  0.109
H -1.22166 -4.67940 -2.83832  0.110
H -3.32486 -4.84789 -4.11094  0.117
H -4.18194 -3.88259 -2.90088  0.121
H -1.93131 -2.93212 -4.73667  0.120
H -3.58214 -2.31436 -4.69809  0.117
H -1.56100 -1.09450 -3.31236  0.108
H -3.21407 -1.15380 -2.63613  0.103



2 unconnected molecules or ions with the total composition C6H15NO in a non-equilibrium geometry, computed with ωB97M-V with the def2-TZVPD basis set.

The value obtained for the HOMO-LUMO gap (alpha / beta) is 8.472 / 3.936 eV. Its HOMO energy (alpha / beta) is -0.495 / -0.495 Eh. Its expectation value of S² is 0.7586. As for the net charge: +1. Its lowest unoccupied orbital energy (alpha / beta) is -0.184 / -0.350 Ha. As for the spin multiplicity: 2.

Last column: Mulliken spin population.
CARTESIAN COORDINATES (ANGSTROEM)
C -2.51655 -0.81396 -0.89529  0.000
C -2.19147 -2.19474 -0.38433  0.000
C -2.41610 0.11997 0.30185  0.000
H -1.88642 -0.40029 -1.81155  0.000
H -3.43889 -0.80763 -1.49119  0.000
H -2.35226 -3.10825 -1.06351  0.000
H -3.40953 0.30885 0.71871  0.000
H -1.76659 -0.41621 1.08219  0.000
H -2.78933 -2.47797 0.55261  0.000
H -1.14199 -2.27917 -0.11709  0.000
H -1.84666 1.05556 -0.02570  0.000
C 2.32190 1.61005 0.12052  0.066
C 0.99188 1.86191 -0.46782  0.011
C 2.58450 0.11033 0.32335  -0.049
O 2.57878 -0.68089 -0.63147  0.785
N 3.23221 -0.34084 1.56103  0.187
H 2.99926 1.72211 -0.77278  -0.003
H 2.80225 2.15888 1.00123  0.012
H 1.16950 2.72730 -1.06397  0.010
H 3.44659 -1.32350 1.46254  -0.006
H 2.90035 -0.01616 2.43648  -0.007
H 0.19898 2.03142 0.33222  -0.001
H 0.52959 1.15322 -1.16803  -0.004



A molecular structure, C22H36GeN5O7SeTi in a non-equilibrium geometry, computed with ωB97M-V with the def2-TZVPD basis set.

The value obtained for the HOMO-LUMO gap (alpha / beta) is 5.212 / 4.406 eV. Its HOMO energy (alpha / beta) is -0.193 / -0.298 Eh. Its expectation value of S² is 3.7656. As for the net charge: 0. Its lowest unoccupied orbital energy (alpha / beta) is -0.002 / -0.136 Ha. As for the spin multiplicity: 4.

Last column: Mulliken spin population.
CARTESIAN COORDINATES (ANGSTROEM)
Ti -0.48298 0.02902 -0.07989  1.463
C -1.31786 3.83928 2.27518  0.001
C -1.12800 2.32295 2.24516  0.012
C -2.37178 1.61502 2.77360  0.010
C 0.08116 1.95266 3.08679  0.017
O -0.85509 1.90740 0.89410  0.019
Ge -2.19446 2.26432 -0.44382  0.000
O -2.49069 0.36756 -0.45202  0.011
C -3.75728 -0.31609 -0.58065  0.021
C -4.88899 0.70211 -0.67148  -0.001
C -3.73232 -1.15814 -1.84863  0.006
C -3.95144 -1.19881 0.63879  0.000
O -0.89006 1.83191 -1.71809  0.076
C -0.22886 2.83963 -2.49152  -0.017
C 0.92093 3.45998 -1.69900  0.027
C 0.28427 2.15808 -3.74862  -0.012
C -1.21366 3.93815 -2.89495  -0.001
H -1.47275 4.18695 3.30041  -0.001
H -2.18137 4.14781 1.68437  0.001
H -0.43049 4.33440 1.87039  0.000
H -2.51223 1.83676 3.83510  0.000
H -2.27635 0.53450 2.65358  0.000
H -3.27005 1.94154 2.24117  -0.001
H 0.02296 2.45336 4.05650  0.000
H 0.99674 2.26647 2.58093  -0.002
H 0.13505 0.87528 3.26508  -0.001
H -4.77190 1.35393 -1.54094  0.000
H -4.92511 1.32885 0.22252  0.000
H -5.84669 0.18337 -0.76286  0.000
H -3.48082 -0.53688 -2.71142  -0.002
H -4.71704 -1.60353 -2.01402  0.000
H -3.00018 -1.96220 -1.77289  0.000
H -4.13511 -0.59589 1.53065  0.001
H -3.06695 -1.80836 0.82189  0.000
H -4.80900 -1.86011 0.48416  0.001
H 1.67532 2.71398 -1.44628  -0.002
H 0.54681 3.88406 -0.76397  -0.003
H 1.39599 4.25776 -2.27872  0.002
H 0.95781 1.33995 -3.49132  0.010
H 0.83010 2.86591 -4.38000  -0.001
H -0.55375 1.75528 -4.32350  0.002
H -1.53312 4.53159 -2.03634  0.000
H -2.10327 3.50131 -3.35624  0.000
H -0.74792 4.61759 -3.61388  0.000
C 4.01761 1.02239 1.44501  0.003
C 3.11304 -0.02237 2.00486  0.001
N 1.91620 -0.32374 1.55370  0.025
C 1.45784 -1.31881 2.36907  0.019
C 2.37318 -1.63254 3.31187  0.002
N 3.41731 -0.80781 3.07191  0.001
C 2.47929 -2.57778 4.49217  0.001
O 1.45417 -3.35634 4.72401  0.001
O 3.48365 -2.57710 5.15076  0.001
C 0.04018 -1.79253 2.21045  0.013
O -0.38797 -2.70950 2.91202  0.030
O -0.63741 -1.15884 1.35563  0.003
H 3.43412 1.68277 0.80684  -0.002
H 4.81762 0.58023 0.84625  0.000
H 4.47762 1.61270 2.23843  0.001
H 4.25144 -0.81375 3.64125  0.000
H 0.70374 -3.18465 4.06510  -0.001
Se 3.73670 -0.10722 -2.68686  0.950
C 2.23340 -0.00826 -1.70413  0.101
N 1.35907 0.29483 -0.98338  0.151
N -0.07293 -2.85486 -3.16743  0.010
C -0.03001 -3.75178 -2.12130  -0.006
C -0.27916 -3.01645 -1.00734  0.054
N -0.48167 -1.68584 -1.35634  -0.077
C -0.33061 -1.63400 -2.65739  0.093
H 0.09430 -3.06014 -4.13568  -0.002
H 0.17314 -4.80013 -2.25944  0.001
H -0.36393 -3.35212 0.01209  0.001
H -0.44794 -0.74306 -3.25691  -0.007



no.,E (eV),molar mass (g mol⁻¹)
1,-66365.6895,461.01
2,-56016.1998,430.55
3,-9992.1365,117.19
4,-190163.2015,682.00